[1]
{
  "formula": "C24H64ClO28S8",
  "method": "ωB97M-V/def2-TZVPD",
  "symbols": ["Cl", "O", "O", "O", "O", "O", "S", "O", "O", "C", "C", "C", "H", "H", "H", "H", "H", "H", "H", "H", "O", "S", "O", "O", "C", "C", "C", "H", "H", "H", "H", "H", "H", "H", "H", "O", "S", "O", "O", "C", "C", "C", "H", "H", "H", "H", "H", "H", "H", "H", "O", "S", "O", "O", "C", "C", "C", "H", "H", "H", "H", "H", "H", "H", "H", "O", "S", "O", "O", "C", "C", "C", "H", "H", "H", "H", "H", "H", "H", "H", "O", "S", "O", "O", "C", "C", "C", "H", "H", "H", "H", "H", "H", "H", "H", "O", "S", "O", "O", "C", "C", "C", "H", "H", "H", "H", "H", "H", "H", "H", "O", "S", "O", "O", "C", "C", "C", "H", "H", "H", "H", "H", "H", "H", "H"],
  "coordinates": [[0.76152, 0.65361, 0.24008], [-0.33457, 1.17491, -0.56677], [0.41051, -0.66296, 0.80753], [1.92150, 0.65306, -0.54064], [1.01036, 1.50588, 1.39215], [0.18452, -4.33523, -1.98908], [1.62349, -4.27570, -1.78054], [2.35217, -4.69599, -0.58563], [2.36491, -5.01079, -3.12153], [3.65831, -5.48629, -2.95857], [4.72728, -4.42689, -3.28440], [2.22949, -2.53142, -2.13498], [3.85274, -6.29029, -3.66841], [3.71869, -6.09094, -2.05366], [5.72619, -4.86105, -3.24215], [4.68078, -3.58136, -2.59808], [4.44638, -3.96342, -4.23013], [1.55097, -1.82547, -1.65608], [2.31869, -2.35878, -3.20752], [3.14368, -2.43500, -1.54928], [6.79899, -1.19717, 3.16295], [5.36887, -0.81263, 3.10278], [4.34781, -1.74883, 3.54666], [5.15492, 0.60639, 3.78965], [3.86741, 1.04714, 4.12811], [4.10850, 2.37163, 4.93483], [4.86873, -0.44840, 1.32392], [3.38236, 0.31252, 4.77088], [3.23395, 1.31187, 3.28150], [4.93947, 2.27590, 5.63370], [3.13076, 2.69828, 5.28900], [4.40523, 3.11917, 4.19914], [5.08107, -1.39083, 0.81909], [5.43909, 0.36815, 0.88118], [3.78881, -0.34357, 1.42824], [0.84026, -0.87277, -6.83795], [0.01334, -0.67126, -5.60976], [0.49677, -1.26586, -4.34044], [-0.28956, 0.92214, -5.41192], [-0.94080, 1.30143, -4.21894], [-0.97157, 2.80302, -4.03913], [-1.77652, -1.19134, -5.96760], [-0.51997, 0.83480, -3.32830], [-1.94702, 0.88495, -4.17252], [-1.59303, 3.04767, -3.17772], [-1.48466, 3.23086, -4.90042], [-0.06152, 3.39372, -3.93444], [-1.60407, -1.96336, -6.71750], [-2.33237, -0.33941, -6.35920], [-2.15766, -1.78757, -5.13854], [-5.56785, 3.97937, -1.33151], [-5.34027, 2.63313, -0.82699], [-6.03996, 2.15889, 0.37378], [-5.52117, 1.59017, -2.10530], [-4.88240, 1.92100, -3.35667], [-4.62950, 0.66834, -4.24953], [-3.55688, 2.45889, -0.43762], [-3.89089, 2.31326, -3.13050], [-5.42511, 2.69977, -3.89248], [-5.54940, 0.34238, -4.73495], [-4.33464, -0.18350, -3.63672], [-3.89410, 0.81434, -5.04071], [-3.64733, 2.34149, 0.64226], [-3.00289, 3.39361, -0.52418], [-3.08820, 1.54027, -0.79059], [3.23541, 6.46016, -1.46115], [3.23238, 5.02871, -1.17504], [3.27159, 4.00928, -2.24879], [4.37951, 4.68384, 0.00623], [4.92324, 3.33990, 0.13159], [6.01873, 2.95225, -0.99420], [1.86440, 4.58921, -0.09117], [4.13603, 2.59656, 0.00568], [5.30977, 3.32024, 1.15056], [6.87770, 3.61593, -1.09317], [5.73786, 2.68921, -2.01401], [6.44650, 2.03023, -0.60048], [1.30751, 3.75352, -0.51497], [1.18426, 5.43846, -0.15662], [2.23431, 4.31016, 0.89544], [-0.06567, -1.81584, 7.58707], [0.37110, -1.27731, 6.28383], [1.56553, -0.39888, 6.21368], [0.42474, -2.54569, 5.18258], [1.17916, -2.22720, 3.96943], [0.64012, -3.09590, 2.85730], [-1.07974, -0.47097, 5.50024], [2.24381, -2.38806, 4.13897], [1.03917, -1.18542, 3.68097], [1.27961, -3.11514, 1.97481], [-0.40492, -2.92720, 2.59745], [0.71975, -4.12595, 3.20479], [-0.68078, 0.20320, 4.74234], [-1.39488, 0.14845, 6.33995], [-1.87896, -1.19095, 5.32421], [-3.33042, -2.88159, -3.41109], [-3.46529, -2.55472, -1.97208], [-4.55651, -1.64441, -1.54400], [-3.62509, -3.95167, -1.10187], [-2.94098, -5.04853, -1.55280], [-4.04596, -6.15770, -1.80937], [-1.82557, -2.05749, -1.27445], [-2.26349, -5.43556, -0.79167], [-2.39880, -4.95126, -2.49337], [-4.52423, -5.91504, -2.75830], [-4.70762, -6.25127, -0.94822], [-3.63118, -7.15518, -1.95460], [-1.49908, -2.74744, -0.49633], [-2.01252, -1.10677, -0.77518], [-1.08603, -1.95523, -2.06863], [-4.18906, 0.73931, 5.92506], [-4.28870, 1.99484, 5.19723], [-4.55346, 3.18840, 5.99028], [-2.91254, 2.28626, 4.29403], [-2.85379, 3.47725, 3.55311], [-1.55111, 3.58817, 2.73745], [-5.66606, 1.81814, 3.88588], [-2.85865, 4.24419, 4.32763], [-3.69249, 3.47398, 2.85691], [-1.49477, 4.44668, 2.06823], [-1.30656, 2.74287, 2.09420], [-0.71774, 3.85785, 3.38620], [-6.49453, 1.25783, 4.31924], [-5.22981, 1.21126, 3.09249], [-5.95977, 2.75811, 3.41865]],
  "atomic_forces_ev_per_a": [[-2.1, 0.0, 2.9], [-0.1, -0.3, 0.3], [0.4, 0.8, -1.5], [2.1, -0.8, -1.6], [-0.3, 0.4, -0.2], [2.0, -0.7, 0.5], [2.0, 2.0, -1.2], [-1.7, -0.1, -1.3], [-2.5, 0.7, 1.2], [1.8, -1.0, -0.3], [-0.9, 0.2, 1.0], [-0.7, -0.9, 1.0], [-0.7, 0.1, -0.7], [0.4, 0.8, 0.7], [-0.1, 0.1, -0.3], [0.2, -0.2, 0.3], [0.4, -0.4, -0.3], [-0.3, -0.1, -0.2], [-0.1, -0.1, 0.3], [0.1, -0.2, -0.4], [-3.0, 1.3, 0.2], [0.8, -1.4, -2.1], [1.2, 0.9, 0.1], [1.9, -1.0, -0.7], [-0.9, 1.6, 2.0], [-0.3, -0.7, -1.7], [0.6, -0.9, 1.8], [-0.1, 0.0, -0.2], [0.1, -0.4, -0.3], [-0.5, -0.1, 0.4], [0.3, 0.0, 0.7], [0.2, 0.2, 0.0], [0.0, 0.1, 0.0], [-0.3, 0.0, 0.2], [0.1, 0.4, -0.4], [-2.2, 1.0, 3.1], [0.4, -1.1, -0.5], [-1.1, 1.3, -2.4], [1.3, -1.1, -0.9], [-0.2, -0.1, 2.1], [-0.8, 0.5, -0.7], [2.2, -1.0, -0.1], [0.8, 0.0, -0.1], [-0.4, 0.2, -0.6], [0.0, -0.2, 0.1], [-0.1, 0.1, -0.1], [0.4, -0.8, 0.0], [-0.1, 0.3, -0.4], [0.1, -0.2, 0.3], [-0.3, 0.8, 0.4], [-0.1, -1.4, 0.6], [0.9, 0.2, -0.4], [0.6, 0.4, -2.6], [-0.6, 0.3, 1.4], [1.3, -0.2, -0.6], [-1.2, -0.1, 0.8], [-0.9, 0.0, 1.2], [0.1, 0.3, 0.1], [-0.2, -0.1, 0.2], [-0.1, 0.1, 0.0], [0.2, 0.1, 0.1], [0.0, 0.5, 0.2], [0.1, -0.2, 0.1], [-0.1, -0.2, -0.8], [-0.1, 0.3, -0.4], [0.5, -2.2, 0.5], [0.0, -2.0, 0.2], [0.5, 2.3, 1.8], [0.0, 0.8, -1.7], [0.6, 0.0, -2.7], [0.0, -0.2, 1.6], [-0.7, 0.3, -0.9], [-0.3, 0.0, 0.3], [0.2, -0.1, -0.3], [-0.3, 0.4, 0.4], [-1.0, 0.4, 0.3], [0.1, -0.2, 0.1], [0.4, -0.2, -0.1], [0.1, 0.1, 0.6], [-0.2, 0.4, -0.2], [1.1, 0.7, -2.6], [-0.6, -0.5, -0.1], [-2.3, -1.9, 0.0], [0.9, 1.5, 1.5], [-0.2, 0.2, -0.6], [0.3, -1.3, 0.4], [1.3, 0.6, 2.0], [-0.2, -0.1, 0.1], [0.0, 0.2, 0.2], [-0.1, 0.6, 0.0], [0.2, 0.3, 0.0], [-0.2, -0.2, 0.1], [-0.5, -0.5, -0.4], [-0.3, 0.3, -0.1], [0.5, 0.1, -0.5], [-0.3, 0.6, 2.5], [-0.3, 0.1, 0.0], [2.5, -2.2, -0.8], [-1.1, 3.4, -0.5], [-0.5, -4.1, -0.8], [1.2, 0.4, -0.1], [-0.9, 0.6, -0.1], [0.2, 0.4, 0.1], [0.1, 0.6, 0.2], [-0.5, 0.1, 0.3], [-0.2, 0.4, -0.2], [0.4, 0.0, 0.0], [-0.2, -0.2, -0.4], [0.1, 0.1, -0.2], [-0.2, -0.1, 0.0], [0.6, 1.3, -1.6], [-1.2, 0.9, 0.1], [0.4, -1.1, -1.1], [-1.1, -2.8, 1.5], [0.6, 1.1, -0.7], [0.4, 0.2, 0.4], [1.7, -0.3, 0.3], [-0.5, 0.6, -0.6], [-0.3, 0.5, 0.2], [-1.0, 0.2, -0.1], [0.0, -0.3, 0.4], [0.2, -0.7, 0.3], [0.2, 0.3, 0.3], [0.1, -0.1, 0.1], [0.1, 0.1, 0.6]],
  "orbital_gap_ev": 9.8754,
  "relative_energy_kj_mol": 535.1,
  "e_tot_ha": -6704.85149,
  "charge": -1,
  "spin_multiplicity": 1
}



[2]
{
  "formula": "C24H66Cl9O28P7",
  "method": "ωB97M-V/def2-TZVPD",
  "symbols": ["C", "O", "P", "O", "O", "C", "O", "C", "H", "H", "H", "H", "H", "H", "H", "H", "H", "C", "O", "P", "O", "O", "C", "O", "C", "H", "H", "H", "H", "H", "H", "H", "H", "H", "C", "O", "P", "O", "O", "C", "O", "C", "H", "H", "H", "H", "H", "H", "H", "H", "H", "C", "O", "P", "O", "O", "C", "O", "C", "H", "H", "H", "H", "H", "H", "H", "H", "H", "C", "O", "P", "O", "O", "C", "O", "C", "H", "H", "H", "H", "H", "H", "H", "H", "H", "C", "O", "P", "O", "O", "C", "O", "C", "H", "H", "H", "H", "H", "H", "H", "H", "H", "C", "O", "P", "O", "O", "C", "O", "C", "H", "H", "H", "H", "H", "H", "H", "H", "H", "Cl", "C", "Cl", "Cl", "H", "Cl", "C", "Cl", "Cl", "H", "Cl", "C", "Cl", "Cl", "H"],
  "coordinates": [[-3.23626, -3.42798, 17.62094], [-3.13216, -3.48395, 16.23003], [-1.97175, -2.60262, 15.39729], [-1.60480, -1.34472, 16.09601], [-0.75658, -3.69191, 15.26864], [0.55307, -3.27061, 14.78978], [-2.44917, -2.39921, 13.83922], [-2.47697, -3.40696, 12.91803], [-2.31440, -3.26794, 18.18010], [-3.72405, -4.35595, 17.91933], [-3.92444, -2.61733, 17.86044], [1.37601, -3.62366, 15.41124], [0.69664, -2.21482, 14.55994], [0.78253, -3.80932, 13.87041], [-3.35287, -3.48293, 12.27372], [-2.44219, -4.38641, 13.39510], [-1.62871, -3.33060, 12.23780], [-2.65958, 3.23876, 4.18573], [-2.26349, 3.84917, 5.43599], [-3.20654, 3.73046, 6.78047], [-3.44370, 2.36162, 7.25334], [-2.42056, 4.72089, 7.83716], [-1.02000, 4.62904, 7.93762], [-4.56354, 4.58160, 6.47952], [-5.66300, 4.64812, 7.37011], [-1.83303, 2.59647, 3.88179], [-2.84540, 4.02028, 3.44899], [-3.55209, 2.61874, 4.27003], [-0.71666, 4.85467, 8.95996], [-0.50155, 5.41355, 7.38639], [-0.59931, 3.69457, 7.56630], [-5.65298, 5.64218, 7.81716], [-5.75743, 3.96615, 8.21515], [-6.58520, 4.52600, 6.80201], [-10.51624, 1.12397, 10.53084], [-9.11425, 1.00079, 10.30731], [-8.04542, 0.78532, 11.55554], [-7.95416, 1.86984, 12.59303], [-8.28290, -0.73438, 12.08308], [-8.45444, -1.89153, 11.14242], [-6.60931, 0.60008, 10.75989], [-6.18106, 1.71191, 9.91848], [-10.86167, 0.92053, 11.54444], [-11.00722, 0.44063, 9.83794], [-10.90295, 2.09496, 10.22143], [-8.80836, -1.60588, 10.15184], [-9.26338, -2.53666, 11.48526], [-7.58152, -2.54318, 11.10447], [-6.55961, 2.67717, 10.25474], [-6.48531, 1.52177, 8.88922], [-5.09658, 1.82144, 9.92108], [2.03739, 4.88265, 15.11203], [2.20846, 5.16033, 13.78646], [1.22814, 4.74840, 12.51361], [-0.14459, 5.30836, 12.42032], [2.23433, 5.19322, 11.29790], [3.57083, 4.75680, 11.19814], [1.27666, 3.15208, 12.44811], [0.56362, 2.44181, 11.44514], [2.83774, 5.27469, 15.73959], [2.03414, 3.81958, 15.35282], [1.08269, 5.27544, 15.46185], [4.17386, 5.66398, 11.15975], [3.85156, 4.28885, 10.25459], [3.84139, 4.10807, 12.03124], [0.23178, 1.46881, 11.80742], [1.26517, 2.18070, 10.65284], [-0.17899, 3.02194, 10.89735], [-3.24894, 3.85522, 11.00640], [-4.46263, 3.56268, 11.66875], [-4.50574, 3.48515, 13.29927], [-5.86570, 3.25403, 13.90552], [-3.38514, 2.37702, 13.63388], [-3.28786, 1.15012, 12.97242], [-3.70719, 4.87024, 13.76428], [-3.42006, 5.05875, 15.12835], [-2.34754, 4.05589, 11.58546], [-3.41646, 4.76098, 10.42362], [-3.01252, 3.05042, 10.31032], [-3.37198, 0.32772, 13.68283], [-2.29744, 1.06381, 12.52555], [-4.07734, 0.94435, 12.24960], [-3.60005, 6.10935, 15.35625], [-2.34187, 4.90785, 15.18160], [-3.99825, 4.37954, 15.75484], [5.01568, 1.34519, 7.91971], [3.82116, 1.20959, 7.15208], [2.40548, 1.61034, 7.76854], [1.86114, 0.80859, 8.88256], [2.47102, 3.18072, 8.20786], [2.96600, 4.13679, 7.30201], [1.48120, 1.75415, 6.46182], [0.17633, 1.17706, 6.40839], [5.37192, 0.39181, 8.30992], [4.85257, 1.91003, 8.83757], [5.74337, 1.93862, 7.36618], [3.40943, 3.67847, 6.41805], [3.70666, 4.76018, 7.80291], [2.20478, 4.81736, 6.92060], [-0.51237, 1.85138, 5.89938], [-0.25378, 0.92365, 7.37737], [0.29548, 0.25714, 5.83598], [-5.45395, -3.10450, 2.06824], [-5.12811, -3.24238, 3.43492], [-3.99073, -4.39335, 3.81776], [-2.69058, -4.19784, 3.11482], [-3.95447, -4.38099, 5.46925], [-3.25403, -3.30599, 6.12341], [-4.83250, -5.75658, 3.58956], [-4.62363, -6.48188, 2.44461], [-5.51029, -2.05702, 1.77208], [-6.44589, -3.53305, 1.92513], [-4.81149, -3.66433, 1.38860], [-2.68253, -2.68615, 5.43254], [-2.64665, -3.53637, 6.99870], [-3.95636, -2.59605, 6.56024], [-3.98013, -5.96621, 1.73182], [-5.55257, -6.72385, 1.92826], [-4.09822, -7.42199, 2.61270], [-1.45166, -1.23955, 7.83147], [-2.63206, -0.41747, 8.88726], [-1.74746, 0.73623, 9.86693], [-3.43888, -1.61789, 9.99333], [-3.36236, 0.12249, 8.28459], [0.82962, -3.83113, 9.81579], [1.35988, -2.19449, 10.10293], [3.16133, -2.13540, 10.33479], [0.59744, -1.61237, 11.60638], [1.09169, -1.56025, 9.25800], [-5.65023, -0.24306, 6.80341], [-5.15364, 0.37847, 5.18065], [-6.43950, -0.12658, 3.98194], [-3.53156, -0.22318, 4.83667], [-5.23713, 1.45126, 5.35457]],
  "atomic_forces_ev_per_a": [[-0.9, 0.4, 1.1], [2.3, 0.9, -3.6], [0.1, -0.4, 1.0], [-0.5, -1.3, -1.2], [-0.3, 1.1, 0.1], [0.4, -0.7, -0.8], [-0.3, 1.6, 3.3], [0.4, -2.7, -1.4], [0.2, -0.1, -0.3], [0.2, 0.0, 0.1], [0.1, 0.1, 0.2], [-0.5, 0.2, 0.8], [-0.5, 0.1, 0.4], [-0.6, 0.0, -0.3], [-0.4, 0.8, 0.4], [0.2, -0.1, 0.1], [0.2, 0.1, 0.1], [0.1, -0.1, 0.2], [-1.7, 0.1, 1.5], [0.5, 2.0, 0.0], [0.0, 0.0, -0.2], [-1.5, -1.3, -1.8], [1.5, 0.5, 0.2], [2.1, -1.4, -0.2], [-1.1, 0.8, 0.6], [-0.1, 0.1, -0.1], [0.1, 0.0, 0.1], [0.0, 0.1, 0.2], [-0.3, -0.6, 0.2], [-0.4, 0.2, -0.5], [-0.2, -0.2, 0.3], [-0.1, 0.1, -0.1], [0.9, -0.5, -0.3], [0.1, 0.1, -0.2], [-0.7, -0.1, -0.5], [1.3, -0.2, 1.4], [1.3, 0.8, 0.2], [-1.1, -2.5, -2.0], [-0.2, -0.1, -1.4], [-0.6, 0.5, 0.5], [-1.4, 0.7, -0.1], [-0.1, -0.1, -0.1], [0.4, 0.0, 0.1], [0.0, -0.3, 0.2], [0.5, 0.3, 0.2], [0.6, 0.5, 0.0], [0.0, 0.3, 0.7], [0.3, 0.7, 0.0], [-0.3, -0.2, 0.2], [-0.2, 0.0, 0.1], [0.0, -0.5, 0.3], [-1.1, -0.9, 2.3], [-0.6, -0.3, -3.7], [1.0, 0.4, -0.2], [1.8, -0.3, 0.2], [-2.0, -0.2, 0.7], [1.0, 0.5, 0.2], [0.1, 0.8, 1.1], [0.8, -0.6, -1.5], [0.1, 0.5, -0.5], [-0.1, -0.3, -0.4], [0.0, 0.2, 0.2], [0.2, 0.0, 0.6], [-0.9, -0.5, -0.1], [0.2, 0.1, -0.1], [-0.4, 0.4, 0.4], [0.3, 0.0, 0.1], [-0.5, 0.1, 0.7], [0.6, 0.6, -1.2], [-0.4, 0.1, 2.3], [-0.7, 0.6, 0.7], [3.0, 0.7, -1.4], [-0.6, 1.5, 0.3], [0.1, -1.5, 0.0], [-1.9, -2.1, -2.0], [0.7, 0.2, 0.0], [-0.3, -0.2, 0.7], [0.0, 0.0, -0.1], [-0.2, -0.1, 0.0], [0.1, 0.1, 0.3], [-0.1, 0.1, -0.2], [0.0, 0.4, -0.3], [-0.3, -0.1, 0.2], [0.0, -0.3, 0.7], [0.1, 0.2, 0.2], [0.1, 0.6, 1.2], [-0.9, 0.2, 0.0], [-1.2, 1.3, 0.1], [0.6, 0.2, -0.9], [0.2, -1.5, 0.3], [0.5, 0.7, -0.8], [1.0, -0.1, 0.8], [-0.2, -0.7, -0.3], [0.1, -0.2, -0.7], [-0.4, 0.3, 0.1], [0.0, -0.5, -0.3], [0.2, -0.1, 0.1], [0.1, -0.1, 0.1], [-0.4, -0.2, 0.3], [0.3, 0.1, -0.1], [0.4, 0.3, 0.0], [-0.4, 0.0, 0.0], [-0.9, -0.4, -0.7], [1.9, -1.1, 1.2], [-0.6, 1.1, 1.1], [-1.7, -0.5, 0.8], [0.2, 0.1, -2.0], [-0.4, 1.3, 0.1], [0.7, 1.8, 1.7], [0.8, -1.3, -2.3], [0.3, 0.0, 0.2], [-0.2, 0.0, 0.0], [0.4, 0.2, 0.1], [0.3, -0.5, -0.1], [0.1, -1.2, -0.5], [-0.6, -0.2, -0.2], [0.0, 0.2, -0.1], [-0.2, 0.2, 0.3], [-0.1, -0.1, 0.5], [-0.6, -0.2, 0.1], [0.2, -0.5, 0.6], [0.0, 0.2, -0.1], [0.3, 0.7, -0.9], [0.0, -0.3, 0.1], [0.0, -0.3, -0.3], [0.7, 0.3, 0.7], [-0.9, 0.0, -0.3], [0.0, 0.2, -0.5], [0.1, 0.1, 0.3], [0.0, -0.1, -0.4], [-1.2, -0.7, 0.8], [1.2, 0.5, 0.6], [-0.6, 0.6, -0.4], [0.5, -0.1, -0.7]],
  "smiles": "COP(=O)(OC)OC.COP(=O)(OC)OC.COP(=O)(OC)OC.COP(=O)(OC)OC.COP(=O)(OC)OC.COP(=O)(OC)OC.COP(=O)(OC)OC.ClC(Cl)Cl.ClC(Cl)Cl.ClC(Cl)Cl",
  "orbital_gap_ev": 9.7521,
  "relative_energy_kj_mol": 0.0,
  "e_tot_ha": -9592.49311,
  "charge": 0,
  "spin_multiplicity": 1
}